[1]
DFT (the ωB97M-V functional and the def2-TZVPD basis) results for the molecule C3H7FN2O.

Summary:
E_LUMO: 0.8 eV
strongest force on any atom: 5.38 eV/Å
orbital gap: 10.62 eV
energy above the lowest of the compared OMol25 structures with the same formula, charge and spin: 80.0 kcal per mole
structure (SMILES): N[C@@H](/C=N/O)CF

Bonds (Å) are listed after each position.
Geometry (Å):
1 N 0.1395 -1.5783 0.7578  C2 1.448, H8 0.992, H9 1.020
2 C 0.4384 -0.1762 0.5548  N1 1.448, C3 1.583, C6 1.427, H10 1.211
3 C 0.3396 0.3894 -0.9199  C2 1.583, N4 1.249, H11 1.268
4 N -0.1595 -0.3511 -1.7932  C3 1.249, O5 1.405
5 O -0.1944 0.3311 -3.0213  N4 1.405, H12 1.160
6 C -0.2930 0.7313 1.3781  C2 1.427, F7 1.382, H13 1.110, H14 1.171
7 F 0.3101 1.9747 1.3853  C6 1.382
8 H -0.6882 -1.7591 0.2413  N1 0.992
9 H -0.1134 -1.8185 1.7158  N1 1.020
10 H 1.5882 0.0699 0.8434  C2 1.211
11 H 0.4537 1.6511 -0.8568  C3 1.268
12 H -0.1164 -0.4886 -3.8386  O5 1.160
13 H -0.2573 0.2058 2.3548  C6 1.110
14 H -1.4474 0.8185 1.1985  C6 1.171

---

[2]
DFT (the ωB97M-V functional and the def2-TZVPD basis) results for the molecule C13H13N5S.

Summary:
E_LUMO: -0.8 eV
strongest force on any atom: 2.88 eV/Å
orbital gap: 7.58 eV
energy above the lowest of the compared OMol25 structures with the same formula, charge and spin: 0.0 kcal per mole
structure (SMILES): CSc1nnc2c(n1)c(C)nn2-c1cccc(C)c1

Bonds (Å) are listed after each position.
Geometry (Å):
1 C -0.8884 -4.1009 -3.9059  S2 1.861, H20 1.092, H21 1.107, H22 1.085
2 S 0.5323 -2.9432 -4.2289  C1 1.861, C3 1.751
3 C 0.5407 -1.8938 -2.8273  S2 1.751, N4 1.360, N8 1.347
4 N -0.6037 -1.6665 -2.1280  C3 1.360, N5 1.340
5 N -0.6419 -0.8662 -1.0545  N4 1.340, C6 1.354
6 C 0.5286 -0.3383 -0.6261  N5 1.354, C7 1.375, N12 1.420
7 C 1.6787 -0.5405 -1.3513  C6 1.375, N8 1.354, C9 1.438
8 N 1.7014 -1.3189 -2.4591  C3 1.347, C7 1.354
9 C 2.7040 0.1486 -0.6163  C7 1.438, C10 1.519, N11 1.323
10 C 4.1552 0.1689 -1.0651  C9 1.519, H23 1.120, H24 1.108, H25 1.096
11 N 2.2371 0.6964 0.4935  C9 1.323, N12 1.357
12 N 0.8985 0.4715 0.4807  C6 1.420, N11 1.357, C13 1.398
13 C 0.0407 0.9992 1.4505  N12 1.398, C14 1.397, C19 1.426
14 C 0.5077 1.2638 2.7405  C13 1.397, C15 1.405, H26 1.089
15 C -0.3310 1.7913 3.7371  C14 1.405, C16 1.384, H27 1.091
16 C -1.6522 2.0907 3.4563  C15 1.384, C17 1.403, H28 1.072
17 C -2.1725 1.8444 2.1773  C16 1.403, C18 1.512, C19 1.427
18 C -3.6283 2.1622 1.9191  C17 1.512, H29 1.072, H30 1.095, H31 1.093
19 C -1.3210 1.3104 1.1646  C13 1.426, C17 1.427, H32 1.066
20 H -0.9827 -4.8518 -4.6926  C1 1.092
21 H -0.7376 -4.6433 -2.9530  C1 1.107
22 H -1.8403 -3.5832 -3.8461  C1 1.085
23 H 4.8468 0.1765 -0.1846  C10 1.120
24 H 4.4038 1.1085 -1.5966  C10 1.108
25 H 4.3840 -0.6641 -1.7401  C10 1.096
26 H 1.5240 0.9844 3.0160  C14 1.089
27 H 0.0716 1.7910 4.7514  C15 1.091
28 H -2.2632 2.4959 4.2380  C16 1.072
29 H -3.8049 2.0362 0.8689  C18 1.072
30 H -4.2996 1.5147 2.4933  C18 1.095
31 H -3.8712 3.2126 2.0997  C18 1.093
32 H -1.7166 1.1432 0.1888  C19 1.066